Density functional theory data (ωB97M-V/def2-TZVPD) for a molecular structure, C8H9N2OS.

Values from the calculation:
Energy above the lowest of the compared OMol25 structures with the same formula, charge and spin ... 326.5 kJ/mol
Frontier orbital gap ... 6.496 eV
Total charge ... +1
LUMO ... -6.53 eV
HOMO energy ... -13.03 eV

Geometry as XYZ:
```
21
C8H9N2OS, DFT ωB97M-V/def2-TZVPD
C 3.0507 -0.8726 -0.1949
C 2.0160 -1.4718 0.5440
C 2.7433 0.0490 -1.1837
C 0.7296 -1.0907 0.3359
C 1.4543 0.4543 -1.4126
C 0.3994 -0.1131 -0.6219
C -2.2254 -0.3890 -0.4976
C -0.9109 0.2231 -0.7353
N -2.7846 0.6942 -1.1274
N -1.7805 1.1156 2.0897
O -1.5313 1.2306 -1.3976
S -2.9930 -1.6596 0.1902
H 4.2086 -1.2278 -0.0431
H 2.1868 -2.1452 1.4295
H 3.4710 0.4374 -1.8281
H -0.0483 -1.3461 1.1155
H 1.2535 1.0662 -2.2480
H -3.7183 0.9390 -1.4848
H -2.7702 1.3935 2.2271
H -1.2266 1.9641 1.9262
H -1.5240 0.7489 2.9169
```

=====

Density functional theory data (ωB97M-V/def2-TZVPD) for C5H8N2S in the gas phase.

Values from the calculation:
Energy above the lowest of the compared OMol25 structures with the same formula, charge and spin ... 582.7 kJ/mol
Frontier orbital gap (spin up / spin down) ... 6.911 / 6.915 eV
LUMO (spin up / spin down) ... 0.50 / 0.50 eV
HOMO energy (spin up / spin down) ... -6.41 / -6.42 eV

Geometry as XYZ:
```
16
C5H8N2S, DFT ωB97M-V/def2-TZVPD
C 0.4143 1.7957 1.1008
C -0.3444 0.6930 1.4669
C 0.2293 -0.1573 -0.5495
C 0.7379 -0.6445 -1.7948
C -1.3529 -1.4038 0.6859
N 1.2033 1.6685 -0.0095
N -0.4833 -0.3314 0.5103
S 1.7547 2.5117 -1.2011
H 0.6768 2.6145 1.8179
H -0.7689 0.5796 2.5580
H 0.7908 -1.6963 -1.9042
H 0.2514 -0.1821 -2.6160
H 1.6914 -0.3198 -2.0671
H -0.8386 -2.3830 1.0403
H -2.1752 -0.9999 1.3123
H -1.7864 -1.7451 -0.3502
```

=====

Density functional theory data (ωB97M-V/def2-TZVPD) for 8 unconnected molecules or ions with the total composition H16O8.

Values from the calculation:
Energy above the lowest of the compared OMol25 structures with the same formula, charge and spin ... 300.1 kJ/mol
Frontier orbital gap ... 10.691 eV
LUMO ... -0.03 eV
HOMO energy ... -10.72 eV

Geometry as XYZ:
```
24
H16O8, DFT ωB97M-V/def2-TZVPD
O -1.1499 -0.8491 -0.1176
H -1.7334 -0.1156 -0.3425
H -1.1855 -1.4227 -0.8914
O -4.1081 -1.1549 1.2741
H -3.8350 -0.9679 0.3688
H -3.9527 -0.3266 1.7418
O -1.4054 0.7930 1.8563
H -1.6183 1.6673 1.5108
H -2.1585 0.5723 2.4159
O -0.5084 3.8858 -1.0462
H -1.2075 4.4286 -0.6646
H -0.9477 3.0554 -1.2620
O 3.4370 -0.9545 -2.0190
H 4.2358 -0.6011 -1.6115
H 2.8575 -1.1447 -1.2727
O 1.1785 -3.7178 1.6836
H 1.1917 -4.6678 1.8456
H 2.1100 -3.4746 1.6384
O 1.8959 1.5913 0.8064
H 1.1465 2.0505 0.4106
H 1.5484 1.2478 1.6371
O 1.1125 0.2542 -2.4999
H 2.0308 0.2002 -2.2122
H 1.0660 -0.3492 -3.2500
```

=====

Density functional theory data (ωB97M-V/def2-TZVPD) for a molecular structure, C12H18AlCl2N11Si.

Values from the calculation:
Energy above the lowest of the compared OMol25 structures with the same formula, charge and spin ... 0.0 kJ/mol
Frontier orbital gap ... 6.342 eV
LUMO ... -2.06 eV
HOMO energy ... -8.40 eV

Geometry as XYZ:
```
45
C12H18AlCl2N11Si, DFT ωB97M-V/def2-TZVPD
Al -0.6819 0.6828 -0.7765
N -1.7551 3.2990 1.1200
C -0.9635 3.6576 0.0481
N -0.5921 4.8937 -0.1861
N 0.3146 4.7782 -1.2325
N 0.4478 3.5152 -1.6055
N -0.4712 2.7383 -0.8942
C -2.4151 2.0781 1.1811
N -3.3470 1.8789 2.1256
N -3.7398 0.5888 1.9582
N -3.0642 0.0157 0.9133
N -2.1013 0.9319 0.4739
H -2.3161 4.0424 1.4841
C -2.5734 -2.5859 -1.9592
C -1.4195 -2.5930 -1.0252
C -1.0597 -3.7714 -0.2654
C 0.0298 -3.7510 0.5988
C 0.7893 -2.5900 0.6522
C 0.2986 -1.4556 0.0205
N -0.7363 -1.4622 -0.8140
N 0.7402 -0.1456 0.1417
Si 1.9345 0.4443 1.3343
C 0.9845 0.6467 2.9659
C 2.6850 2.0457 0.6333
C 3.4475 -0.7474 1.5292
H -2.9029 -3.5819 -2.2585
H -2.2306 -2.0732 -2.8906
H -3.4386 -1.9834 -1.5910
H -1.7380 -4.6045 -0.3530
H 0.4280 -4.6370 1.1421
H 1.7173 -2.5162 1.2357
H 0.5829 1.6414 2.9643
H 1.6667 0.5161 3.8940
H 0.1288 -0.0527 3.0749
H 2.2013 3.0135 0.8503
H 2.7929 1.8948 -0.4263
H 3.6941 2.1423 1.0295
H 3.2467 -1.4892 2.2807
H 4.2812 -0.1168 1.8723
H 3.7365 -1.2438 0.5880
Cl -0.3912 -2.1821 -4.7617
C 0.4616 -0.9091 -4.0161
Cl -0.7127 0.4678 -3.0251
H 0.8274 -0.2107 -4.7698
H 1.2132 -1.2108 -3.2613
```

=====

Density functional theory data (ωB97M-V/def2-TZVPD) for a molecular structure, C49H73BN10P2S4V.

Values from the calculation:
Energy above the lowest of the compared OMol25 structures with the same formula, charge and spin ... 0.0 kJ/mol
2S+1 ... 4
Frontier orbital gap (spin up / spin down) ... 6.858 / 6.886 eV
Total charge ... +2
LUMO (spin up / spin down) ... -5.02 / -5.03 eV
HOMO energy (spin up / spin down) ... -11.87 / -11.92 eV

Geometry as XYZ:
```
140
C49H73BN10P2S4V, DFT ωB97M-V/def2-TZVPD
V 1.1493 -1.4563 1.0360
C 1.7371 -1.3876 -3.3066
C 0.4575 -0.6177 -3.1977
C -0.5007 -0.5386 -4.1704
C -1.6981 0.2040 -3.9893
N -1.9334 0.8617 -2.8708
N -0.9787 0.7956 -1.9558
B -0.8369 1.4161 -0.4908
N -1.9642 0.8468 0.4044
N -3.0564 1.4004 -0.1631
C -4.2260 1.1874 0.3602
C -4.3473 0.3346 1.4809
C -3.2554 -0.2444 2.0389
C -3.3864 -1.1579 3.2210
C -1.9707 0.0542 1.4771
S -0.5773 -0.5272 2.3219
C -5.4375 1.8435 -0.2804
C -6.2707 2.5227 0.8158
C -5.0177 2.8838 -1.3168
C -6.2674 0.7427 -0.9588
N -0.6606 2.9212 -0.5212
N -0.7683 3.4371 -1.7855
C -0.5615 4.7018 -1.9438
C -0.1662 5.5292 -0.8452
C -0.0546 5.0342 0.4017
C 0.4299 5.8922 1.5369
C -0.4120 3.6392 0.6103
S -0.5061 2.9122 2.1072
C -0.7357 5.3004 -3.3312
C 0.5639 5.9900 -3.7639
C -1.0917 4.2198 -4.3413
C -1.8763 6.3288 -3.2675
C 0.1449 0.1197 -2.0522
S 0.9431 0.4682 -0.5267
C -2.7442 0.2811 -5.1001
C -3.9555 1.1046 -4.6685
C -3.2259 -1.1274 -5.4612
C -2.0910 0.9193 -6.3375
H 1.6726 -2.1501 -4.0811
H 1.9768 -1.8679 -2.3560
H 2.5668 -0.7214 -3.5542
H -0.3432 -1.0546 -5.1111
H -5.3270 0.1292 1.8938
H -4.4359 -1.3290 3.4528
H -2.8990 -0.7295 4.0982
H -2.8998 -2.1132 3.0199
H -5.6667 3.2257 1.3936
H -6.7174 1.8038 1.5057
H -7.0875 3.0803 0.3551
H -4.4924 3.7180 -0.8454
H -5.9126 3.2735 -1.8055
H -4.3559 2.4589 -2.0733
H -6.5730 -0.0321 -0.2511
H -5.6991 0.2696 -1.7635
H -7.1728 1.1729 -1.3910
H 0.0774 6.5692 -1.0287
H -0.0912 6.8503 1.5413
H 1.4947 6.0973 1.4087
H 0.2814 5.4079 2.4965
H 1.3876 5.2741 -3.8228
H 0.8566 6.7906 -3.0829
H 0.4310 6.4360 -4.7509
H -0.2967 3.4726 -4.4068
H -1.2284 4.6734 -5.3255
H -2.0110 3.7076 -4.0554
H -1.6422 7.1540 -2.5922
H -2.8045 5.8631 -2.9277
H -2.0499 6.7513 -4.2591
H -4.4047 0.7101 -3.7558
H -4.7037 1.0720 -5.4619
H -3.6956 2.1457 -4.4860
H -3.8146 -1.5514 -4.6439
H -2.4065 -1.8103 -5.6966
H -3.8726 -1.0742 -6.3378
H -1.6909 1.9069 -6.1091
H -2.8401 1.0317 -7.1228
H -1.2831 0.3037 -6.7407
C 2.5755 1.4147 2.3410
P 3.0845 -0.3152 2.0372
C 3.1589 -0.9772 3.7686
N 3.8449 -0.3116 4.6657
C 3.8255 -0.7673 5.9409
C 4.5639 -0.0835 6.9389
C 4.5213 -0.5275 8.2239
C 3.7473 -1.6680 8.5784
C 3.0325 -2.3450 7.6402
C 3.0603 -1.9038 6.2924
N 2.3526 -2.5757 5.3555
C 2.4096 -2.1394 4.1206
P 1.4342 -3.0411 2.8350
C 0.0740 -3.7431 3.8087
C 2.4776 -4.5038 2.3377
C 1.5220 -5.6142 1.8805
C 3.3747 -5.0059 3.4644
C 3.3341 -4.0285 1.1642
C 4.8506 -0.1530 1.4162
C 4.7419 0.0221 -0.1043
C 5.7021 -1.3858 1.7411
C 5.5267 1.0821 2.0219
H 3.1926 1.8490 3.1242
H 1.5303 1.4277 2.6537
H 2.6587 2.0085 1.4302
H 5.1475 0.7806 6.6492
H 5.0830 -0.0113 8.9915
H 3.7310 -1.9955 9.6098
H 2.4413 -3.2182 7.8856
H 0.4709 -4.3992 4.5810
H -0.6086 -4.2862 3.1582
H -0.4624 -2.9249 4.2861
H 1.0253 -6.0929 2.7243
H 2.0942 -6.3837 1.3539
H 0.7503 -5.2413 1.2015
H 2.8034 -5.2380 4.3650
H 4.1361 -4.2709 3.7326
H 3.8864 -5.9190 3.1473
H 2.7177 -3.6280 0.3562
H 3.9250 -4.8506 0.7500
H 4.0251 -3.2493 1.4745
H 4.2793 -0.8499 -0.5765
H 5.7400 0.1430 -0.5329
H 4.1587 0.9082 -0.3702
H 5.4763 -2.2304 1.0926
H 5.6129 -1.7003 2.7826
H 6.7508 -1.1343 1.5698
H 5.0482 2.0103 1.7112
H 6.5585 1.1097 1.6629
H 5.5463 1.0444 3.1109
C 1.0911 -5.0811 -1.9047
N -0.2225 -4.6178 -2.3145
C -0.9240 -5.1596 -3.3871
C -2.1230 -4.5606 -3.4171
N -2.1240 -3.6460 -2.3771
C -0.9713 -3.6900 -1.6807
S -0.7163 -2.8080 -0.2317
H 1.7639 -5.0813 -2.7597
H 1.0222 -6.0848 -1.4911
H 1.4558 -4.4100 -1.1484
H -0.5071 -5.9312 -4.0114
H -2.9623 -4.7037 -4.0723
H -2.8946 -3.0639 -2.0909
```

=====

Density functional theory data (ωB97M-V/def2-TZVPD) for a molecular structure, C2H12N3OV.

Values from the calculation:
Energy above the lowest of the compared OMol25 structures with the same formula, charge and spin ... 34.6 kJ/mol
2S+1 ... 2
Frontier orbital gap (spin up / spin down) ... 8.362 / 7.645 eV
Total charge ... +1
LUMO (spin up / spin down) ... -3.12 / -3.05 eV
HOMO energy (spin up / spin down) ... -11.48 / -10.70 eV

Geometry as XYZ:
```
19
C2H12N3OV, DFT ωB97M-V/def2-TZVPD
C 0.8050 0.8464 -3.0254
V -0.3927 0.2831 -1.2270
N -0.6779 -2.2047 -0.7145
H 0.5548 -0.2206 -2.6178
H 0.1814 -2.4714 -0.2661
H -1.7528 -0.4820 -1.6239
H 0.7152 0.5521 -4.0328
H 1.6890 1.5814 -2.9933
H -0.1169 1.5157 -2.8216
H -1.4818 -2.1079 -0.0940
H -0.8973 -2.7656 -1.5456
N -0.0154 -0.4137 2.9008
C 0.1582 0.6476 2.0676
N 0.3639 1.8002 2.7634
O 0.1214 0.5682 0.8080
H 0.0102 -0.2948 3.8929
H -0.1100 -1.3397 2.5339
H 0.5231 2.6703 2.2410
H 0.3227 1.8354 3.7547
```

=====

Density functional theory data (ωB97M-V/def2-TZVPD) for a molecular structure, C36H44N2PbSi.

Values from the calculation:
Frontier orbital gap (spin up / spin down) ... 3.727 / 4.343 eV
LUMO (spin up / spin down) ... -0.82 / -0.83 eV
HOMO energy (spin up / spin down) ... -4.54 / -5.17 eV

Geometry as XYZ:
```
84
C36H44N2PbSi, DFT ωB97M-V/def2-TZVPD
C 0.7886 2.1541 -1.0028
C -0.2956 2.3990 -1.9036
C -1.5108 2.2091 -1.1853
H -0.2301 2.7270 -2.9436
C -1.1792 1.8768 0.1580
C 0.2367 1.8468 0.2663
H 0.8069 1.6959 1.1819
H 1.8568 2.2631 -1.2475
H -2.4973 2.3789 -1.6076
H -1.8776 1.7437 0.9701
Pb -0.4388 -2.7636 -0.4455
C -0.2349 -1.7478 -3.3807
H -0.7169 -1.2899 -2.4884
H 0.7287 -2.2560 -3.1473
H -0.9321 -2.4739 -3.8203
Si 0.1329 -0.1096 -4.6263
C 1.7328 -0.2813 -5.5632
C 2.6258 0.8096 -5.6768
H 2.2536 1.8244 -5.5053
C 3.9913 0.6119 -5.9588
H 4.6741 1.4596 -5.9652
C 4.4800 -0.6829 -6.1901
H 5.5487 -0.8456 -6.3106
C 3.5625 -1.7584 -6.1979
H 3.9372 -2.7550 -6.4097
C 2.2021 -1.5546 -5.9187
H 1.4824 -2.3836 -5.9548
C -1.2247 0.8825 -5.4989
C -0.9182 1.8035 -6.5303
H -0.0107 1.6567 -7.1197
C -1.7313 2.9298 -6.7422
H -1.4500 3.7070 -7.4536
C -2.9083 3.1317 -6.0083
H -3.5017 4.0384 -6.1544
C -3.2758 2.1674 -5.0682
H -4.1769 2.3410 -4.4768
C -2.4721 1.0309 -4.8575
H -2.7824 0.2850 -4.1230
H 0.5680 1.0403 -3.5489
H 0.6054 1.4589 -4.2914
C 3.1998 0.5536 5.0836
C 3.6524 -0.5965 4.1734
C 5.0928 -0.3371 3.7324
C 3.5970 -1.9113 4.9627
C 2.7140 -0.7318 2.9595
C 3.1720 -0.8719 1.6365
C 2.3072 -1.3334 0.6589
N 0.9884 -1.5236 0.9163
C 0.4796 -1.1922 2.1445
C 1.3393 -0.8553 3.1900
C -0.9662 -1.1815 2.2370
C -1.6614 -0.7748 3.3780
C -3.0655 -0.7009 3.3514
C -3.7001 -0.8880 2.1116
C -2.9802 -1.3260 1.0266
N -1.6379 -1.5439 1.0918
C -3.9112 -0.5012 4.6183
C -4.7206 0.7978 4.5015
C -4.8871 -1.6763 4.7498
C -3.0555 -0.4347 5.8878
H 3.8971 0.6403 5.9249
H 2.1964 0.3955 5.4942
H 3.2044 1.5064 4.5396
H 5.7290 -0.2659 4.6185
H 5.4700 -1.1527 3.1078
H 5.1673 0.6046 3.1770
H 2.5860 -2.1245 5.3283
H 3.9122 -2.7507 4.3317
H 4.2724 -1.8622 5.8233
H 4.2075 -0.6585 1.3519
H 2.6476 -1.5657 -0.3543
H 0.9256 -0.7362 4.1888
H -1.0747 -0.5415 4.2775
H -4.7761 -0.7225 2.0038
H -3.4522 -1.5263 0.0610
H -5.3766 0.7959 3.6223
H -5.3483 0.9258 5.3934
H -4.0467 1.6612 4.4307
H -4.3340 -2.6206 4.8151
H -5.4843 -1.5631 5.6616
H -5.5696 -1.7313 3.8947
H -2.4539 -1.3425 6.0106
H -2.3955 0.4401 5.8687
H -3.7096 -0.3480 6.7647
```

=====

Density functional theory data (ωB97M-V/def2-TZVPD) for C4H2O in the gas phase.

Values from the calculation:
Energy above the lowest of the compared OMol25 structures with the same formula, charge and spin ... 372.4 kJ/mol
Frontier orbital gap (spin up / spin down) ... 7.842 / 7.843 eV
LUMO (spin up / spin down) ... -0.51 / -0.51 eV
HOMO energy (spin up / spin down) ... -8.36 / -8.36 eV

Geometry as XYZ:
```
7
C4H2O, DFT ωB97M-V/def2-TZVPD
C 1.2072 1.6852 -1.1892
C 0.5278 0.7635 -0.8001
C 0.0074 -0.4298 -0.3062
C -0.4849 -1.1326 0.8972
O -1.0847 -2.0948 1.4336
H 1.2982 2.5716 -1.7203
H -1.0044 -2.9038 0.9262
```